[1]
C16H32O32S8 | wB97M-V/def2-TZVPD

Last column: Mulliken charge in e.
CARTESIAN COORDINATES (ANGSTROEM)
C  -1.25161  0.40379  -0.25418  -0.20
C  -1.58229  -0.41891  0.96880  0.11
O  -0.79693  0.16732  2.02622  -0.43
S  0.45856  0.97238  1.46256  0.85
O  1.66519  0.33403  1.82557  -0.31
O  0.33043  2.37204  1.66682  -0.52
O  0.12571  0.67385  -0.08929  -0.06
H  -1.91229  1.23953  -0.49261  0.19
H  -1.42019  -0.26350  -1.10476  0.09
H  -1.34193  -1.46560  0.81083  -0.14
H  -2.62906  -0.26171  1.21580  0.42
C  0.50905  2.43913  -3.59763  0.10
C  0.56093  3.06819  -2.21613  0.32
O  0.72118  4.46941  -2.49349  -0.38
S  -0.02525  4.87663  -3.83226  1.07
O  0.84451  5.68019  -4.59018  -0.55
O  -1.33574  5.34270  -3.56306  -0.55
O  -0.14549  3.40075  -4.42233  -0.35
H  -0.09174  1.53162  -3.56769  0.09
H  1.50271  2.20330  -3.97412  0.30
H  1.44705  2.76285  -1.66256  -0.04
H  -0.29693  2.90269  -1.56607  -0.01
C  -2.89477  -4.21263  -2.84419  -0.46
C  -3.03687  -5.46312  -1.93850  -0.27
O  -3.39669  -4.94643  -0.64430  -0.34
S  -3.91629  -3.45758  -0.78151  1.22
O  -3.65470  -2.71437  0.38818  -0.60
O  -5.23772  -3.49916  -1.30716  -0.69
O  -2.90400  -3.10270  -1.95599  0.05
H  -3.68365  -4.19482  -3.59444  0.24
H  -1.94325  -4.17431  -3.36902  0.36
H  -2.10705  -6.01004  -1.82059  0.26
H  -3.84459  -6.09843  -2.29463  0.24
C  -6.31702  0.20574  -3.45153  -0.48
C  -6.00035  -0.28759  -2.04509  -0.29
O  -4.62948  -0.68210  -2.03923  -0.18
S  -3.92394  -0.33142  -3.44568  0.96
O  -3.96870  -1.45361  -4.29954  -0.59
O  -2.69368  0.30869  -3.22202  -0.34
O  -5.03224  0.70574  -3.88015  -0.34
H  -7.04289  1.00660  -3.41062  0.31
H  -6.53470  -0.59587  -4.15485  0.32
H  -6.60456  -1.09722  -1.64248  0.30
H  -6.09602  0.55539  -1.35501  0.28
C  -1.58538  -4.25397  3.22693  -0.33
C  -0.42125  -5.18949  3.65737  -0.37
O  0.33309  -5.42923  2.47687  -0.32
S  -0.22347  -4.60001  1.23997  0.94
O  -0.24985  -5.36458  0.06279  -0.61
O  0.39722  -3.32646  1.18247  -0.32
O  -1.68253  -4.47515  1.82795  -0.13
H  -1.34532  -3.22113  3.48151  0.17
H  -2.52595  -4.54435  3.68298  0.36
H  -0.80834  -6.12606  4.05175  0.29
H  0.18157  -4.68112  4.40682  0.29
C  6.23936  2.06953  2.54160  -0.34
C  4.77327  2.50761  2.58534  0.24
O  4.23240  1.82244  3.71142  -0.20
S  4.85462  0.36586  3.79239  0.89
O  4.18414  -0.51413  2.91410  -0.39
O  5.03166  -0.08672  5.11446  -0.59
O  6.27249  0.80628  3.21564  -0.35
H  6.94805  2.76419  2.98477  0.28
H  6.55096  1.87799  1.51450  0.27
H  4.26092  2.23654  1.66200  -0.06
H  4.66138  3.57145  2.78246  0.17
C  2.72590  -0.24801  -1.49085  0.02
C  2.39186  -1.53367  -0.78606  0.29
O  2.19994  -2.46907  -1.85297  -0.34
S  1.58071  -1.71009  -3.12113  0.90
O  0.18388  -1.91863  -3.17624  -0.34
O  2.41153  -1.98117  -4.22198  -0.61
O  1.85196  -0.19896  -2.62535  -0.19
H  3.76899  -0.25299  -1.81553  0.46
H  2.57717  0.60351  -0.83219  -0.23
H  1.54051  -1.45091  -0.11609  -0.27
H  3.24037  -1.84675  -0.17965  0.36
C  1.74793  4.72772  2.55780  -0.14
C  1.88720  3.87303  3.82215  0.17
O  2.80190  4.55774  4.67382  -0.32
S  3.17805  6.01021  4.13971  1.08
O  4.49185  5.97408  3.62239  -0.55
O  2.82812  6.98441  5.09804  -0.55
O  2.13595  6.04934  2.95747  -0.42
H  0.77865  4.72884  2.07967  0.38
H  2.48395  4.39187  1.82010  0.17
H  2.31651  2.90295  3.58369  -0.17
H  0.92531  3.70564  4.30524  0.42

Total energy   -169305.870 eV
E_HOMO   -11.053 eV
Multiplicity   1

[2]
C16H32O32S8 | wB97M-V/def2-TZVPD

Last column: Mulliken charge in e.
CARTESIAN COORDINATES (ANGSTROEM)
C  4.67640  -0.79162  5.29622  -0.23
C  3.93549  0.22393  6.06508  -0.26
O  2.52089  0.00728  5.88787  -0.33
S  2.17778  -0.74353  4.46550  1.08
O  1.76045  0.07684  3.31592  -0.40
O  1.32007  -1.86878  4.83020  -0.56
O  3.76928  -1.17278  4.22607  -0.33
H  5.01860  -1.69132  5.80763  0.25
H  5.51038  -0.36805  4.73662  0.21
H  4.35459  1.15892  5.69326  0.27
H  4.11622  0.14951  7.13741  0.32
C  -4.41648  1.90483  0.91513  -0.04
C  -5.24378  1.46321  2.08755  -0.19
O  -6.60744  1.65418  1.83133  -0.31
S  -6.76397  2.39764  0.35937  1.06
O  -7.69545  3.51475  0.34981  -0.55
O  -6.92652  1.41303  -0.69551  -0.52
O  -5.22963  2.96280  0.29487  -0.39
H  -4.31112  1.02885  0.27508  0.19
H  -3.43735  2.18363  1.30457  0.22
H  -4.85687  2.03780  2.92913  0.38
H  -5.10906  0.38289  2.14104  0.18
C  0.19759  6.87108  -2.74169  -0.27
C  -0.21361  5.39102  -2.70754  -0.10
O  0.75911  4.71448  -3.49632  -0.22
S  1.29087  5.65001  -4.76321  1.05
O  0.30296  5.69887  -5.83589  -0.52
O  2.71783  5.44728  -5.01429  -0.50
O  1.11076  6.98864  -3.82993  -0.37
H  0.71005  7.11450  -1.81097  0.24
H  -0.62636  7.57694  -2.84642  0.30
H  -1.23363  5.27491  -3.07384  0.25
H  -0.04973  5.00583  -1.70113  0.10
C  -0.84879  0.48291  1.17313  -0.51
C  -0.88557  -0.51875  0.02446  0.22
O  -0.79718  0.17168  -1.18911  -0.15
S  -0.72723  1.82278  -0.94560  1.01
O  -1.69976  2.57827  -1.68736  -0.50
O  0.61911  2.37679  -0.94451  -0.14
O  -1.30134  1.63627  0.61094  -0.21
H  0.22532  0.54420  1.34817  0.39
H  -1.15605  0.24404  2.19128  0.46
H  -1.81252  -1.06565  -0.14806  0.21
H  0.04924  -1.07490  0.09463  0.19
C  5.99763  0.27279  0.53078  -0.35
C  5.79132  1.51638  1.35977  -0.18
O  5.61671  2.46296  0.33517  -0.43
S  4.85749  1.89745  -1.01262  1.06
O  5.34689  2.56237  -2.17992  -0.57
O  3.43157  2.05081  -0.66021  -0.31
O  5.54391  0.37584  -0.76984  -0.31
H  5.49209  -0.56792  1.00591  0.28
H  7.07859  0.13539  0.55840  0.30
H  6.72078  1.68744  1.90285  0.33
H  4.87916  1.50098  1.95629  0.18
C  4.13998  -2.08100  -3.92601  -0.56
C  3.00164  -2.98490  -3.85617  -0.24
O  1.93120  -2.10410  -3.41090  -0.38
S  2.49454  -0.80872  -2.52881  1.16
O  2.35854  -0.99162  -1.14765  -0.42
O  2.22486  0.55254  -3.05646  -0.58
O  4.08921  -1.12999  -2.93583  -0.30
H  4.00606  -1.51441  -4.84750  0.33
H  5.14145  -2.49400  -4.04683  0.37
H  3.22449  -3.60670  -2.98910  0.23
H  2.92060  -3.51045  -4.80766  0.35
C  0.44301  -4.96544  -1.05348  0.06
C  1.12398  -5.94485  -0.03581  -0.23
O  0.87799  -5.26428  1.19410  -0.34
S  -0.51177  -4.36222  1.20200  1.02
O  -0.32130  -3.17173  2.04659  -0.41
O  -1.74639  -5.16679  1.46711  -0.55
O  -0.41399  -4.03011  -0.39125  -0.29
H  0.04052  -5.37351  -1.98062  0.37
H  1.14938  -4.31293  -1.56667  -0.20
H  2.20726  -6.06238  -0.06394  0.31
H  0.57814  -6.88712  -0.08343  0.28
C  -7.50268  -1.43606  0.06245  -0.30
C  -7.78893  -2.89882  -0.07497  -0.47
O  -6.57674  -3.70299  0.04527  -0.34
S  -5.35661  -2.75234  0.62744  1.16
O  -4.42905  -2.41411  -0.45644  -0.52
O  -4.80804  -3.25675  1.93620  -0.55
O  -6.44944  -1.61388  0.99177  -0.26
H  -8.31900  -0.78536  0.37599  0.42
H  -7.16272  -1.04138  -0.89503  0.30
H  -7.96810  -3.07916  -1.13491  0.26
H  -8.54766  -3.55372  0.35345  0.33

Total energy   -169288.375 eV
Charge   +1
E_HOMO (alpha / beta)   -12.544 / -12.541 eV
Multiplicity   2

[3]
C16H32O8 | wB97M-V/def2-TZVPD

Last column: natural (NBO) charge in e.
CARTESIAN COORDINATES (ANGSTROEM)
C  -2.90740  -0.94397  -1.73929  -0.63
C  -3.25371  -2.43827  -1.93034  -0.07
O  -2.36969  -3.08166  -2.83988  -0.51
C  -2.74701  -3.28898  -4.11570  0.98
O  -3.86232  -3.13767  -4.65538  -0.63
O  -1.72950  -3.91101  -4.65513  -0.49
C  -1.66487  -4.36881  -5.91331  -0.25
H  -1.96520  -0.73845  -1.23122  0.16
H  -3.62635  -0.39805  -1.12839  0.23
H  -2.84944  -0.52401  -2.74347  0.23
H  -4.30613  -2.51734  -2.20281  0.22
H  -3.13026  -2.92058  -0.96068  0.17
H  -1.91336  -3.55937  -6.59972  0.19
H  -2.28404  -5.24703  -6.09622  0.19
H  -0.63893  -4.63149  -6.17129  0.20
C  2.30919  7.35612  -3.20818  -0.63
C  2.09247  5.85416  -3.34157  -0.08
O  2.07846  5.35382  -2.03324  -0.51
C  3.03755  4.34043  -1.75288  0.98
O  3.87268  3.93193  -2.56664  -0.64
O  3.00089  4.04196  -0.47812  -0.50
C  4.07213  3.21487  0.06672  -0.26
H  3.38302  7.52851  -3.13564  0.21
H  1.74200  7.66635  -2.33058  0.22
H  2.05668  7.92332  -4.10408  0.22
H  2.94587  5.45936  -3.89287  0.21
H  1.13762  5.55114  -3.77118  0.18
H  5.03148  3.72966  0.11914  0.22
H  4.18032  2.34589  -0.58232  0.19
H  3.79591  2.84689  1.05485  0.18
C  -1.81459  -2.35357  4.40170  -0.43
C  -1.57522  -0.95358  4.96152  -0.43
C  -0.76441  -1.37367  6.17475  -0.08
O  -1.37547  -2.58388  6.66273  -0.51
C  -2.08839  -3.18101  5.58096  -0.08
H  -0.98104  -2.86251  3.91766  0.18
H  -2.61691  -2.38559  3.66457  0.22
H  -2.52488  -0.45025  5.14290  0.23
H  -0.94650  -0.44496  4.23067  0.18
H  -0.91211  -0.68809  7.00917  0.21
H  0.27219  -1.45721  5.84824  0.16
H  -3.14802  -3.07622  5.81397  0.17
H  -1.93318  -4.20311  5.23554  0.19
C  1.24975  -1.68039  1.45745  -0.46
C  1.62631  -0.35399  2.01213  -0.43
C  1.51662  0.53650  0.76914  -0.13
O  0.55219  -0.10755  -0.07364  -0.01
C  0.29340  -1.42453  0.35589  -0.14
H  0.62013  -2.29028  2.10532  0.26
H  2.12814  -2.27017  1.19534  0.25
H  2.67720  -0.30011  2.29641  0.26
H  0.93159  -0.00187  2.77467  0.24
H  2.45576  0.52574  0.21596  0.28
H  1.15917  1.54125  0.99449  0.28
H  0.45684  -2.10205  -0.48218  0.30
H  -0.74664  -1.49659  0.67405  0.29

Total energy   -33478.921 eV
Charge   +1
E_HOMO (alpha / beta)   -12.075 / -12.074 eV
Multiplicity   2

Which formula does entry 2 have?
C16H32O32S8

Repeat the third record exactly.
C16H32O8 | wB97M-V/def2-TZVPD

Last column: natural (NBO) charge in e.
CARTESIAN COORDINATES (ANGSTROEM)
C  -2.90740  -0.94397  -1.73929  -0.63
C  -3.25371  -2.43827  -1.93034  -0.07
O  -2.36969  -3.08166  -2.83988  -0.51
C  -2.74701  -3.28898  -4.11570  0.98
O  -3.86232  -3.13767  -4.65538  -0.63
O  -1.72950  -3.91101  -4.65513  -0.49
C  -1.66487  -4.36881  -5.91331  -0.25
H  -1.96520  -0.73845  -1.23122  0.16
H  -3.62635  -0.39805  -1.12839  0.23
H  -2.84944  -0.52401  -2.74347  0.23
H  -4.30613  -2.51734  -2.20281  0.22
H  -3.13026  -2.92058  -0.96068  0.17
H  -1.91336  -3.55937  -6.59972  0.19
H  -2.28404  -5.24703  -6.09622  0.19
H  -0.63893  -4.63149  -6.17129  0.20
C  2.30919  7.35612  -3.20818  -0.63
C  2.09247  5.85416  -3.34157  -0.08
O  2.07846  5.35382  -2.03324  -0.51
C  3.03755  4.34043  -1.75288  0.98
O  3.87268  3.93193  -2.56664  -0.64
O  3.00089  4.04196  -0.47812  -0.50
C  4.07213  3.21487  0.06672  -0.26
H  3.38302  7.52851  -3.13564  0.21
H  1.74200  7.66635  -2.33058  0.22
H  2.05668  7.92332  -4.10408  0.22
H  2.94587  5.45936  -3.89287  0.21
H  1.13762  5.55114  -3.77118  0.18
H  5.03148  3.72966  0.11914  0.22
H  4.18032  2.34589  -0.58232  0.19
H  3.79591  2.84689  1.05485  0.18
C  -1.81459  -2.35357  4.40170  -0.43
C  -1.57522  -0.95358  4.96152  -0.43
C  -0.76441  -1.37367  6.17475  -0.08
O  -1.37547  -2.58388  6.66273  -0.51
C  -2.08839  -3.18101  5.58096  -0.08
H  -0.98104  -2.86251  3.91766  0.18
H  -2.61691  -2.38559  3.66457  0.22
H  -2.52488  -0.45025  5.14290  0.23
H  -0.94650  -0.44496  4.23067  0.18
H  -0.91211  -0.68809  7.00917  0.21
H  0.27219  -1.45721  5.84824  0.16
H  -3.14802  -3.07622  5.81397  0.17
H  -1.93318  -4.20311  5.23554  0.19
C  1.24975  -1.68039  1.45745  -0.46
C  1.62631  -0.35399  2.01213  -0.43
C  1.51662  0.53650  0.76914  -0.13
O  0.55219  -0.10755  -0.07364  -0.01
C  0.29340  -1.42453  0.35589  -0.14
H  0.62013  -2.29028  2.10532  0.26
H  2.12814  -2.27017  1.19534  0.25
H  2.67720  -0.30011  2.29641  0.26
H  0.93159  -0.00187  2.77467  0.24
H  2.45576  0.52574  0.21596  0.28
H  1.15917  1.54125  0.99449  0.28
H  0.45684  -2.10205  -0.48218  0.30
H  -0.74664  -1.49659  0.67405  0.29

Total energy   -33478.921 eV
Charge   +1
E_HOMO (alpha / beta)   -12.075 / -12.074 eV
Multiplicity   2

total energy of number 2 (C16H32O32S8)?
-169288.375 eV